# 1
Entry from the OMol25 dataset: 2 unconnected molecules or ions with the total composition C5H10N3 in a non-equilibrium geometry (wB97M-V/def2-TZVPD).

Last column: Mulliken charge in e.
Positions of all 18 atoms, in Å:
C -1.898 -0.586 0.143  -0.27
C -0.844 0.016 1.079  -0.90
C 0.513 -0.122 0.504  0.76
C 1.430 0.845 0.082  -0.56
N 2.550 0.191 -0.283  -0.03
C 2.295 -1.147 -0.076  -0.23
N 1.086 -1.350 0.390  -0.51
N -2.275 0.414 -0.842  -0.31
H -1.472 -1.468 -0.349  0.35
H -2.777 -0.892 0.710  0.33
H -0.801 -0.529 2.024  0.32
H -1.098 1.054 1.304  0.35
H 1.366 1.922 0.032  0.52
H 3.374 0.593 -0.703  0.22
H 3.036 -1.898 -0.302  0.42
H -1.528 1.137 -0.993  -0.04
H -0.330 1.799 -1.013  0.31
H -2.626 0.021 -1.707  0.27

Atoms 1-2, force components in eV/Å:
0.4708 0.2003 -1.1858
0.5008 0.0680 0.6762

The calculation puts the lowest unoccupied orbital energy at -7.84 eV. The calculation puts the HOMO energy at -13.51 eV. The value obtained for the total energy is -360.3639 hartree. Its charge is +1. The gap between HOMO and LUMO is 5.66 eV. Its relative energy (zero: lowest compared OMol25 entry of this formula, charge and spin) is 554.6 kJ/mol.

=====

# 2
Entry from the OMol25 dataset: a molecular structure, C22H42BN4O4 in a non-equilibrium geometry (wB97M-V/def2-TZVPD).

Last column: Mulliken charge in e.
Positions of all 73 atoms, in Å:
C -1.881 -1.851 3.484  -0.94
C -0.673 -2.469 2.635  0.10
O -1.243 -3.379 1.663  -0.70
C 0.228 -1.395 1.871  -0.19
O -0.329 -0.079 1.799  -0.63
B -0.129 0.543 0.465  1.06
C 1.376 0.600 -0.186  -0.29
O -0.810 1.881 0.606  -0.34
C -2.204 1.441 0.726  -0.25
C -2.308 -0.026 0.048  0.13
O -0.981 -0.131 -0.562  -0.80
H -1.946 -2.469 4.454  0.38
H -2.845 -2.091 2.920  0.14
H -1.769 -0.758 3.753  0.20
H -0.024 -3.069 3.349  0.39
H -1.512 -2.894 0.854  0.40
H 0.461 -1.809 0.826  0.17
H 1.223 -1.323 2.430  0.18
H 1.446 -0.296 -0.908  0.13
H 1.515 1.519 -0.863  -0.22
H 2.214 0.512 0.586  0.06
H -2.579 1.255 1.797  0.27
H -2.995 2.056 0.191  0.17
H -2.475 -0.943 0.699  -0.31
H -3.044 -0.187 -0.819  0.12
C 0.728 4.736 -3.023  -0.86
C -0.698 4.676 -3.559  -0.42
C -1.753 4.890 -2.469  -0.59
C -1.635 3.823 -1.419  0.35
N -1.516 2.972 -0.588  -0.54
H 0.918 3.944 -2.294  0.12
H 1.446 4.606 -3.837  0.32
H 0.927 5.700 -2.544  0.28
H -0.855 3.705 -4.040  0.29
H -0.821 5.442 -4.332  0.30
H -2.755 4.852 -2.904  0.23
H -1.624 5.870 -1.999  0.26
C 6.242 1.218 0.195  -1.39
C 5.846 -0.244 0.017  -0.05
C 5.631 -0.628 -1.448  -0.35
C 4.530 0.198 -2.034  0.25
N 3.673 0.838 -2.488  -0.45
H 5.457 1.893 -0.156  0.34
H 6.412 1.440 1.251  0.38
H 7.161 1.445 -0.354  0.34
H 4.933 -0.435 0.588  -0.01
H 6.630 -0.879 0.441  0.42
H 5.363 -1.685 -1.525  0.22
H 6.545 -0.468 -2.025  0.37
C 3.168 -2.697 1.054  0.02
C 2.783 -4.089 0.570  -0.41
C 3.792 -5.163 0.985  -0.60
C 5.135 -4.853 0.402  0.33
N 6.178 -4.611 -0.052  -0.50
H 4.116 -2.368 0.621  -0.01
H 2.410 -1.972 0.761  -0.46
H 3.261 -2.672 2.144  0.34
H 2.687 -4.072 -0.520  0.32
H 1.800 -4.347 0.975  0.22
H 3.466 -6.143 0.627  0.36
H 3.876 -5.210 2.073  0.30
C -7.373 1.678 0.331  -1.22
C -6.732 0.826 -0.759  -0.24
C -6.749 -0.669 -0.433  -0.42
C -5.986 -0.924 0.827  0.24
N -5.391 -1.127 1.822  -0.46
H -6.832 1.596 1.277  0.35
H -7.364 2.732 0.043  0.34
H -8.412 1.381 0.501  0.33
H -5.700 1.160 -0.910  0.13
H -7.264 0.992 -1.700  0.34
H -6.292 -1.236 -1.247  0.28
H -7.776 -1.024 -0.307  0.35

Atoms 1-2, force components in eV/Å:
0.0595 -1.0219 0.4897
-0.4886 1.2145 -0.1986

The calculation puts the lowest unoccupied orbital energy at 2.65 eV. The calculation puts the HOMO energy at -3.32 eV. The value obtained for the total energy is -1408.2018 hartree. Its charge is -1. The gap between HOMO and LUMO is 5.97 eV.

=====

# 3
Entry from the OMol25 dataset: a single C4H7NO2 molecule in a non-equilibrium geometry (wB97M-V/def2-TZVPD).

Last column: Mulliken charge in e.
Positions of all 14 atoms, in Å:
C -0.122 1.672 -1.543  -0.68
O -0.081 0.346 -0.961  -0.33
C -0.459 0.383 0.364  0.68
O -1.028 1.297 0.855  -0.48
N -0.054 -0.824 1.085  -0.41
C 1.389 -1.227 0.692  -0.38
C 0.191 -1.844 0.119  -0.27
H 0.874 1.584 -2.333  0.21
H -1.239 1.668 -1.957  0.26
H 0.205 2.527 -0.911  0.33
H 1.882 -2.011 1.524  0.24
H 1.756 -0.803 -0.208  0.32
H -0.089 -1.321 -0.846  0.24
H -0.132 -2.925 0.184  0.25

Atoms 1-2, force components in eV/Å:
1.0811 -0.9372 -3.1748
0.1935 2.2356 1.4572

The calculation puts the lowest unoccupied orbital energy at 0.80 eV. The calculation puts the HOMO energy at -10.12 eV. The value obtained for the total energy is -361.7078 hartree. The SMILES is COC(=O)N1CC1. The gap between HOMO and LUMO is 10.92 eV. Its relative energy (zero: lowest compared OMol25 entry of this formula, charge and spin) is 454.4 kJ/mol.

=====

# 4
Entry from the OMol25 dataset: a molecular structure, C16H22F6N3O12PTi in a non-equilibrium geometry (wB97M-V/def2-TZVPD).

Last column: Mulliken spin population.
Positions of all 61 atoms, in Å:
Ti 0.804 -0.776 -0.003  0.90
C 2.122 2.085 0.229  0.00
C 1.466 1.916 1.593  0.00
O 0.828 0.634 1.607  -0.01
C 0.152 0.347 2.836  0.01
C -0.741 -0.865 2.596  0.00
O -1.077 -0.840 1.195  0.01
C -2.275 -1.559 0.881  0.00
C -2.173 -2.167 -0.519  0.01
O -1.212 -1.484 -1.325  0.02
C -1.728 -0.607 -2.335  0.00
C -2.337 0.652 -1.742  0.01
O -1.492 1.190 -0.739  0.01
C -0.839 2.417 -1.017  0.00
C 0.530 2.185 -1.613  0.01
O 1.366 1.384 -0.768  0.00
H 3.115 1.654 0.233  0.00
H 2.201 3.140 -0.026  0.00
H 0.703 2.675 1.773  0.00
H 2.213 1.965 2.384  0.00
H -0.445 1.218 3.105  0.00
H 0.878 0.145 3.622  0.00
H -1.645 -0.774 3.194  0.00
H -0.243 -1.803 2.828  0.00
H -3.102 -0.854 0.950  0.00
H -2.425 -2.363 1.602  0.00
H -3.150 -2.163 -1.001  0.00
H -1.836 -3.198 -0.441  0.00
H -2.465 -1.138 -2.939  0.00
H -0.869 -0.365 -2.956  -0.01
H -3.294 0.422 -1.267  0.00
H -2.522 1.373 -2.542  0.00
H -0.755 2.937 -0.063  0.00
H -1.430 3.042 -1.692  0.00
H 1.015 3.140 -1.816  0.00
H 0.451 1.631 -2.548  -0.01
O 1.782 -7.998 -2.453  0.04
N 1.930 -6.908 -2.959  -0.02
O 2.341 -6.671 -4.072  0.02
C 1.536 -5.736 -2.135  0.23
C 1.614 -4.471 -2.717  0.09
C 1.288 -3.388 -1.961  0.18
C 0.883 -3.558 -0.557  0.11
O 0.652 -2.573 0.153  0.31
C 0.773 -4.922 -0.049  0.17
C 1.121 -5.977 -0.817  0.09
N 0.269 -5.202 1.318  -0.01
O 0.398 -6.332 1.713  0.01
O -0.218 -4.299 1.943  0.01
N 1.369 -2.119 -2.521  0.26
O 1.260 -1.033 -1.751  0.02
O 1.487 -1.972 -3.761  0.51
H 1.947 -4.346 -3.736  0.01
H 1.063 -6.985 -0.434  0.00
F 2.769 -0.605 0.235  0.01
P 3.582 -1.589 1.499  0.01
F 4.171 -2.484 2.630  0.00
F 3.707 -0.228 2.326  0.00
F 3.292 -2.843 0.537  0.00
F 2.038 -1.732 2.097  0.00
F 4.935 -1.307 0.762  0.00

Atoms 1-2, force components in eV/Å:
-1.0704 4.7175 0.1048
-0.1026 -0.1124 0.0572

The calculation puts the lowest unoccupied orbital energy (spin up / spin down) at -4.03 / -7.41 eV. The calculation puts the HOMO energy (spin up / spin down) at -10.80 / -13.43 eV. The value obtained for the total energy is -3479.7325 hartree. Its charge is +1. Its spin multiplicity is 4. The gap between HOMO and LUMO (spin up / spin down) is 6.76 / 6.03 eV. Its relative energy (zero: lowest compared OMol25 entry of this formula, charge and spin) is 168.3 kJ/mol.

=====

# 5
Entry from the OMol25 dataset: a molecular structure, C49H40N3O8RhSe in a non-equilibrium geometry (wB97M-V/def2-TZVPD).

Last column: Mulliken charge in e.
Positions of all 102 atoms, in Å:
Rh -0.563 -1.543 0.071  -1.49
C -1.477 -3.926 3.546  -1.45
C -1.618 -3.139 2.382  0.08
N -0.604 -2.922 1.585  0.87
C 0.627 -3.430 1.889  -0.34
C 0.839 -4.257 3.001  1.14
C -0.272 -4.481 3.847  -0.79
C 2.123 -4.832 3.197  -1.11
C 3.106 -4.585 2.281  -0.73
C 2.911 -3.740 1.167  -0.89
C 1.687 -3.116 0.966  0.12
N 1.320 -2.271 -0.022  1.61
C 1.859 -2.251 -1.294  -1.37
C 3.170 -2.106 -1.667  0.23
C 3.520 -2.087 -3.042  -1.16
C 2.578 -2.210 -4.019  -1.00
C 1.210 -2.370 -3.665  1.41
C 0.152 -2.472 -4.601  -0.95
C -1.124 -2.617 -4.158  -1.06
C -1.384 -2.652 -2.767  -0.21
N -0.428 -2.539 -1.884  0.38
C 0.862 -2.392 -2.312  0.81
H -2.343 -4.082 4.174  0.47
H -2.568 -2.692 2.116  0.50
H -0.149 -5.102 4.729  0.38
H 2.298 -5.469 4.056  0.37
H 4.081 -5.041 2.415  0.40
H 3.723 -3.572 0.475  0.36
H 3.928 -1.941 -0.915  0.33
H 4.560 -1.948 -3.316  0.33
H 2.853 -2.171 -5.067  0.36
H 0.372 -2.417 -5.662  0.35
H -1.957 -2.675 -4.845  0.44
H -2.392 -2.769 -2.386  0.56
C -3.145 4.301 0.763  -1.90
C -2.871 2.812 0.657  1.26
C -4.116 1.967 0.858  -1.38
O -2.275 2.569 -0.604  -0.48
C -1.379 1.473 -0.353  -1.21
C -0.738 1.959 0.931  0.72
O -1.900 2.430 1.634  -0.46
C 0.090 0.959 1.782  1.43
O -0.287 -0.368 1.668  0.30
C 1.612 1.176 1.515  -0.31
C 2.197 2.415 1.253  0.21
C 3.571 2.547 1.105  -0.82
C 4.401 1.442 1.234  -0.86
C 3.835 0.212 1.537  -0.65
C 2.460 0.090 1.683  -0.42
C -0.065 1.336 3.276  0.52
C 0.007 2.651 3.730  0.05
C -0.073 2.946 5.082  -0.91
C -0.227 1.926 6.014  -0.71
C -0.303 0.614 5.570  -0.82
C -0.225 0.324 4.212  -0.64
C -0.493 1.103 -1.543  3.12
O 0.050 -0.144 -1.275  1.79
C 0.643 2.108 -1.762  0.07
C 0.401 3.477 -1.875  0.43
C 1.447 4.365 -2.090  -1.22
C 2.749 3.895 -2.221  -0.55
C 2.993 2.533 -2.121  -0.72
C 1.948 1.648 -1.885  -0.08
C -1.349 1.001 -2.828  -0.22
C -0.871 1.384 -4.078  -0.60
C -1.625 1.169 -5.228  -0.90
C -2.873 0.566 -5.145  -0.59
C -3.354 0.169 -3.902  -1.07
C -2.599 0.385 -2.759  -0.25
H -3.807 4.613 -0.047  0.36
H -2.204 4.848 0.687  0.43
H -3.616 4.525 1.721  0.34
H -4.891 2.270 0.150  0.33
H -4.482 2.104 1.877  0.41
H -3.891 0.910 0.714  0.02
H -1.968 0.589 -0.121  -0.33
H -0.127 2.831 0.689  0.07
H 1.591 3.304 1.137  0.23
H 3.989 3.519 0.870  0.38
H 5.473 1.543 1.111  0.37
H 4.464 -0.662 1.674  0.48
H 2.018 -0.852 1.950  0.39
H 0.105 3.463 3.020  0.20
H -0.024 3.978 5.409  0.40
H -0.293 2.155 7.072  0.36
H -0.431 -0.194 6.282  0.47
H -0.302 -0.692 3.852  0.05
H -0.617 3.840 -1.787  0.61
H 1.243 5.428 -2.164  0.38
H 3.566 4.588 -2.391  0.35
H 4.005 2.153 -2.206  0.38
H 2.125 0.586 -1.774  -0.03
H 0.103 1.849 -4.165  0.47
H -1.231 1.474 -6.192  0.36
H -3.459 0.396 -6.042  0.38
H -4.305 -0.340 -3.799  0.43
H -2.989 0.031 -1.812  0.37
O -2.637 -1.167 0.211  -0.40
Se -3.750 -2.419 -0.180  0.87
O -4.521 -1.966 -1.550  -0.69
O -2.910 -3.807 -0.403  -0.68
O -4.761 -2.521 1.096  -0.81

Atoms 1-2, force components in eV/Å:
0.7860 -0.2534 -0.7573
-0.1878 0.0914 -0.0593

The calculation puts the lowest unoccupied orbital energy at 4.33 eV. The calculation puts the HOMO energy at -2.29 eV. The value obtained for the total energy is -5169.4754 hartree. Its charge is -2. The gap between HOMO and LUMO is 6.63 eV. Its relative energy (zero: lowest compared OMol25 entry of this formula, charge and spin) is 0.0 kJ/mol.

=====

# 6
Entry from the OMol25 dataset: 2 unconnected molecules or ions with the total composition C4H7N2O2 in a non-equilibrium geometry (wB97M-V/def2-TZVPD).

Last column: Mulliken charge in e.
Positions of all 15 atoms, in Å:
C -2.634 -0.236 0.578  -0.02
C -0.621 1.052 -0.008  0.42
C -2.820 -1.296 -0.209  -0.65
C 3.105 -0.145 0.221  0.25
N -1.728 0.778 0.141  -0.03
N 0.411 1.742 -0.306  -0.43
O 2.777 1.012 0.356  -0.55
O 2.291 -0.901 -0.467  -0.44
H -3.062 0.147 1.441  0.41
H -2.319 -1.362 -1.122  0.30
H -3.374 -2.087 0.267  0.26
H 4.055 -0.473 0.697  0.39
H 0.532 2.635 0.165  0.34
H 1.332 1.138 -0.118  0.38
H 2.697 -1.734 -0.732  0.37

Atoms 1-2, force components in eV/Å:
0.6332 0.4033 -2.2552
0.0273 2.7531 -0.3365

The calculation puts the lowest unoccupied orbital energy at -4.21 eV. The calculation puts the HOMO energy at -14.13 eV. The value obtained for the total energy is -416.2850 hartree. Its charge is +1. The gap between HOMO and LUMO is 9.92 eV. Its relative energy (zero: lowest compared OMol25 entry of this formula, charge and spin) is 196.1 kJ/mol.